[1]
A 5-piece molecular cluster, C35H64BrF7NO12P2S overall, computed with ωB97M-V/def2-TZVPD.

## Properties
Energy (a.u.): -6682.662483

Geometry as ORCA input:
```
! wB97M-V def2-TZVPD RIJCOSX def2/J DEFGRID3
* xyz 1 1
C 1.338 -4.822 -3.445
C 0.011 -3.859 -3.465
C -0.144 -2.930 -2.082
C -0.660 -3.955 -0.860
C -0.361 -3.171 0.522
C -0.395 -4.083 1.930
P -1.391 -5.685 1.813
O -0.845 -6.797 0.588
Br -3.501 -5.048 1.085
O -1.213 -3.200 2.728
C -1.285 -3.332 4.133
C -2.853 -3.881 4.378
C -1.474 -1.709 4.534
C -0.368 -0.724 3.831
C -0.685 0.868 4.237
C -0.881 1.747 2.859
C -2.081 2.842 3.127
C -0.136 -4.122 4.972
O 0.323 -3.007 5.880
S -0.789 -5.328 6.269
O 0.318 -5.875 7.257
O -1.636 -6.514 5.735
C -1.964 -4.562 7.549
F -1.625 -4.972 8.966
F -2.070 -3.112 7.570
F -3.366 -5.103 7.369
N 1.058 -4.672 4.132
C 2.365 -4.389 4.909
C 3.140 -2.986 4.715
O 3.212 -2.166 5.804
F 3.893 -2.484 3.546
P 1.097 -6.453 4.138
O 1.255 -7.315 2.709
O 2.028 -7.251 5.319
C 1.071 -4.123 2.712
C 2.235 -4.541 1.691
F 1.793 -5.405 0.522
F 2.916 -3.388 0.974
F 3.398 -5.326 2.154
H 1.134 -5.700 -4.228
H 2.300 -4.198 -3.726
H 1.546 -5.360 -2.421
H 0.193 -3.064 -4.335
H -0.985 -4.414 -3.752
H 0.952 -2.519 -1.878
H -0.897 -2.059 -2.291
H -1.808 -4.134 -1.116
H -0.112 -4.953 -1.066
H -1.201 -2.314 0.531
H 0.629 -2.561 0.395
H -1.577 -7.066 -0.045
H -3.316 -3.510 5.380
H -3.494 -3.319 3.536
H -2.986 -5.013 4.136
H -2.488 -1.434 3.956
H -1.721 -1.507 5.644
H 0.698 -0.953 4.306
H -0.352 -0.743 2.661
H -1.594 0.950 4.991
H 0.268 1.317 4.786
H -1.197 1.123 1.920
H 0.122 2.302 2.605
H -2.376 2.860 4.268
H -3.025 2.534 2.493
H -1.636 3.898 2.824
H 0.458 -3.335 6.808
H 2.255 -4.639 6.073
H 3.231 -5.163 4.612
H 0.686 -8.151 2.632
H 2.718 -7.899 4.935
H 1.205 -2.938 2.857
C -3.175 0.412 -5.421
C -1.679 0.562 -5.315
C -1.364 -0.267 -4.089
O -2.341 -1.315 -4.033
C -3.382 -1.019 -4.974
H -3.566 0.606 -6.422
H -3.667 1.097 -4.720
H -1.199 0.123 -6.197
H -1.347 1.599 -5.225
H -1.456 0.326 -3.173
H -0.360 -0.701 -4.124
H -3.280 -1.715 -5.814
H -4.358 -1.176 -4.507
C 3.296 5.295 1.661
C 2.250 6.139 0.981
C 1.038 5.235 1.021
O 1.161 4.425 2.198
C 2.487 4.581 2.722
H 4.127 5.872 2.075
H 3.705 4.567 0.950
H 2.061 7.043 1.573
H 2.521 6.445 -0.032
H 1.013 4.564 0.155
H 0.098 5.794 1.056
H 2.416 5.180 3.637
H 2.900 3.602 2.978
C -3.897 4.923 -8.325
C -2.407 4.803 -8.520
C -2.022 3.832 -7.425
O -3.149 2.968 -7.220
C -4.277 3.517 -7.914
H -4.430 5.266 -9.216
H -4.109 5.622 -7.508
H -2.196 4.362 -9.501
H -1.876 5.756 -8.451
H -1.825 4.353 -6.482
H -1.143 3.235 -7.684
H -4.470 2.887 -8.789
H -5.157 3.493 -7.265
C 4.007 9.424 -3.658
C 5.130 8.432 -3.500
C 4.687 7.643 -2.287
O 3.253 7.645 -2.289
C 2.801 8.603 -3.256
H 3.924 9.837 -4.667
H 4.144 10.255 -2.957
H 5.171 7.775 -4.377
H 6.111 8.895 -3.373
H 5.021 8.121 -1.359
H 5.054 6.613 -2.300
H 2.395 8.050 -4.110
H 2.002 9.214 -2.825
*
```

=====

[2]
A 8-piece molecular cluster, C35H64N9O overall, computed with ωB97M-V/def2-TZVPD.

## Properties
Energy (a.u.): -1939.768569

Geometry as ORCA input:
```
! wB97M-V def2-TZVPD RIJCOSX def2/J DEFGRID3
* xyz 1 1
N 6.202 0.754 4.557
C 6.977 1.790 3.849
C 6.179 3.123 3.578
C 5.017 3.393 4.587
C 3.763 2.530 4.363
N 3.639 1.843 3.265
C 2.404 1.046 3.276
C 1.454 1.858 4.224
O 1.148 3.048 3.478
C 2.531 2.268 5.311
H 6.073 -0.090 4.013
H 6.546 0.570 5.490
H 7.956 1.949 4.366
H 7.246 1.371 2.842
H 6.910 3.965 3.711
H 5.871 3.194 2.501
H 5.359 3.331 5.649
H 4.700 4.463 4.439
H 4.252 1.781 2.459
H 2.021 0.589 2.338
H 2.678 0.153 3.913
H 0.614 1.226 4.583
H 1.178 2.830 2.540
H 2.707 1.417 6.016
H 2.314 3.258 5.768
C -2.325 1.541 0.323
C -2.663 0.332 1.187
C -1.479 -0.160 2.023
C -0.392 -0.682 1.191
N 0.483 -1.071 0.557
H -1.563 1.302 -0.422
H -3.213 1.883 -0.210
H -1.960 2.370 0.936
H -3.033 -0.475 0.549
H -3.478 0.601 1.863
H -1.820 -0.952 2.694
H -1.105 0.651 2.655
C 0.307 -6.536 -0.742
C 0.601 -5.095 -1.142
C -0.032 -4.069 -0.198
C -1.494 -4.101 -0.245
N -2.642 -4.126 -0.281
H -0.760 -6.757 -0.798
H 0.822 -7.225 -1.412
H 0.648 -6.738 0.277
H 0.257 -4.927 -2.166
H 1.685 -4.945 -1.141
H 0.311 -3.072 -0.479
H 0.306 -4.240 0.828
C -3.896 -8.034 -3.446
C -4.252 -9.442 -2.984
C -3.894 -9.703 -1.519
C -2.448 -9.670 -1.288
N -1.315 -9.642 -1.107
H -2.820 -7.857 -3.407
H -4.218 -7.884 -4.478
H -4.390 -7.282 -2.826
H -3.751 -10.170 -3.627
H -5.327 -9.592 -3.111
H -4.274 -10.685 -1.228
H -4.387 -8.970 -0.877
C -4.660 -2.483 -5.614
C -4.594 -2.633 -4.098
C -3.166 -2.802 -3.573
C -2.551 -4.053 -4.020
N -2.067 -5.032 -4.375
H -4.300 -3.381 -6.121
H -5.690 -2.314 -5.931
H -4.060 -1.634 -5.950
H -5.208 -3.483 -3.793
H -5.030 -1.743 -3.639
H -3.186 -2.792 -2.480
H -2.550 -1.955 -3.886
C -1.739 7.264 -0.140
C -2.653 6.707 0.944
C -2.844 5.191 0.849
C -3.552 4.795 -0.371
N -4.106 4.495 -1.331
H -2.164 7.117 -1.136
H -1.596 8.333 0.005
H -0.757 6.784 -0.110
H -3.622 7.211 0.893
H -2.223 6.943 1.920
H -3.416 4.848 1.715
H -1.874 4.690 0.892
C -0.563 11.278 -4.339
C -0.983 9.842 -4.050
C -2.200 9.747 -3.126
C -1.918 10.251 -1.780
N -1.697 10.653 -0.728
H -0.241 11.792 -3.431
H 0.272 11.292 -5.041
H -1.385 11.845 -4.782
H -0.139 9.300 -3.615
H -1.226 9.350 -4.995
H -2.510 8.701 -3.051
H -3.041 10.296 -3.556
C 5.776 -4.987 1.087
C 4.274 -4.945 1.338
C 3.636 -3.608 0.951
C 4.104 -2.499 1.789
N 4.471 -1.629 2.445
H 6.307 -4.258 1.703
H 6.171 -5.975 1.328
H 6.004 -4.781 0.038
H 4.078 -5.164 2.391
H 3.799 -5.738 0.755
H 2.551 -3.688 1.053
H 3.840 -3.388 -0.100
*
```

=====

[3]
C35H65BrN4O4P2S2Ti as an isolated structure, computed with ωB97M-V/def2-TZVPD.

## Properties
⟨S²⟩: 2.00
Energy above the lowest of the compared OMol25 structures with the same formula, charge and spin (kJ/mol): 56.69

Geometry as ORCA input:
```
! wB97M-V def2-TZVPD RIJCOSX def2/J DEFGRID3
* xyz 0 3
Ti -0.674 0.128 0.402
C -0.629 1.341 -5.908
C -1.017 1.202 -4.436
C -2.337 0.437 -4.305
P 0.195 0.559 -3.172
C 1.917 0.970 -3.758
C 2.087 2.490 -3.866
C 2.512 0.257 -4.968
C 0.178 -1.245 -3.316
C 0.271 -1.803 -4.597
C 0.349 -3.156 -4.859
C 0.434 -3.701 -6.257
C 0.361 -3.982 -3.738
C 0.265 -3.479 -2.460
C 0.133 -2.090 -2.171
N 0.002 -1.627 -0.865
C 0.100 -2.667 0.093
C -0.920 -3.597 0.277
C -0.820 -4.614 1.213
C 0.303 -4.723 2.023
C 0.415 -5.792 3.077
C 1.323 -3.794 1.844
C 1.254 -2.786 0.883
P 2.545 -1.510 0.665
C 3.854 -2.022 1.879
C 4.621 -3.322 1.624
C 4.851 -0.878 2.105
C 3.232 -1.865 -1.022
C 4.474 -1.011 -1.280
C 3.479 -3.324 -1.409
H -1.409 1.901 -6.433
H -0.546 0.374 -6.408
H 0.309 1.876 -6.056
H -1.202 2.210 -4.050
H -2.233 -0.588 -4.668
H -3.108 0.932 -4.901
H -2.675 0.404 -3.270
H 2.510 0.644 -2.889
H 1.724 2.866 -4.824
H 3.143 2.767 -3.790
H 1.542 3.021 -3.081
H 1.975 0.490 -5.889
H 2.498 -0.826 -4.839
H 3.553 0.565 -5.107
H 0.304 -1.123 -5.442
H 0.474 -2.893 -6.989
H -0.430 -4.325 -6.500
H 1.326 -4.317 -6.397
H 0.453 -5.057 -3.860
H 0.303 -4.194 -1.656
H -1.796 -3.524 -0.362
H -1.627 -5.334 1.314
H -0.321 -6.581 2.919
H 0.250 -5.386 4.079
H 1.406 -6.250 3.074
H 2.194 -3.876 2.483
H 3.275 -2.117 2.800
H 5.369 -3.180 0.842
H 3.974 -4.140 1.308
H 5.151 -3.639 2.527
H 5.672 -0.914 1.385
H 5.291 -0.929 3.105
H 4.375 0.096 1.972
H 2.437 -1.484 -1.668
H 5.344 -1.400 -0.743
H 4.333 0.032 -0.978
H 4.720 -1.017 -2.346
H 4.456 -3.665 -1.060
H 3.454 -3.430 -2.496
H 2.719 -3.992 -1.002
N 2.506 1.474 3.780
C 1.596 1.971 2.689
C 2.341 2.651 1.558
C 1.337 2.931 0.428
N 0.934 1.650 -0.171
C 0.123 3.711 0.932
C -0.520 3.154 2.202
N -1.237 1.892 1.987
C 0.547 2.901 3.269
H 3.448 1.317 3.433
H 2.123 0.544 4.091
H 2.547 2.122 4.563
H 1.135 1.066 2.307
H 3.147 2.017 1.174
H 2.784 3.592 1.905
H 1.843 3.547 -0.323
H 1.755 1.135 -0.476
H 0.395 1.817 -1.032
H -0.622 3.774 0.135
H 0.452 4.732 1.151
H -1.208 3.915 2.582
H -2.159 2.051 1.593
H -1.409 1.455 2.887
H 0.086 2.462 4.155
H 1.023 3.849 3.550
C -4.073 -1.264 -0.286
S -3.021 -0.903 1.133
C -3.401 -2.347 2.121
O -3.642 0.199 1.922
H -4.748 -0.414 -0.361
H -4.625 -2.191 -0.135
H -3.456 -1.307 -1.181
H -3.068 -3.270 1.661
H -4.483 -2.332 2.257
H -2.914 -2.201 3.081
Br -2.422 1.596 -1.000
C -0.520 -2.265 4.579
S 0.089 -0.735 3.927
O 1.547 -0.743 4.176
O -0.574 0.347 4.629
O -0.206 -0.747 2.489
H -1.517 -2.090 4.978
H 0.149 -2.580 5.377
H -0.533 -3.004 3.781
*
```

=====

[4]
A 9-piece molecular cluster, C35H66ClN9O10 overall, computed with ωB97M-V/def2-TZVPD.

## Properties
Structure (SMILES): C[C@H](Cl)Cc1ccc2c(c1)C(=O)NC2=O.CN(C)C=O.CN(C)C=O.CN(C)C=O.CN(C)C=O.CN(C)C=O.CN(C)C=O.CN(C)C=O.CN(C)C=O
Energy above the lowest of the compared OMol25 structures with the same formula, charge and spin (kJ/mol): 1224.23

Geometry as ORCA input:
```
! wB97M-V def2-TZVPD RIJCOSX def2/J DEFGRID3
* xyz 0 1
C -3.239 2.069 1.689
C -2.085 0.905 1.465
Cl -0.699 1.336 2.658
C -1.585 0.861 -0.115
C -0.194 -0.022 -0.195
C 0.057 -1.407 0.706
C 1.508 -2.188 0.586
C 2.662 -1.586 -0.411
C 2.413 -0.246 -1.322
C 0.986 0.556 -1.231
C 3.779 0.008 -2.192
O 3.955 0.691 -3.348
N 4.806 -0.786 -1.377
C 4.195 -2.056 -0.750
O 4.801 -3.248 -0.515
H -4.328 1.650 1.788
H -3.003 2.621 2.719
H -3.087 2.851 0.830
H -2.572 -0.147 1.680
H -2.441 0.446 -0.835
H -1.397 1.994 -0.438
H -0.837 -1.767 1.407
H 1.749 -3.148 1.223
H 0.835 1.534 -1.872
H 4.926 -0.179 -0.521
C 6.662 -5.585 -1.790
N 7.898 -6.330 -1.676
C 8.027 -7.313 -0.620
C 8.954 -6.133 -2.540
O 10.024 -6.726 -2.500
H 6.496 -5.032 -0.861
H 5.839 -6.288 -1.951
H 6.701 -4.881 -2.626
H 8.875 -7.043 0.016
H 8.221 -8.293 -1.068
H 7.115 -7.357 -0.020
H 8.750 -5.364 -3.303
C 6.200 5.234 -3.510
N 4.788 5.134 -3.206
C 3.883 4.656 -4.231
C 4.279 5.479 -1.972
O 3.100 5.419 -1.648
H 6.332 5.921 -4.351
H 6.574 4.243 -3.783
H 6.763 5.607 -2.651
H 3.134 5.428 -4.432
H 3.375 3.759 -3.867
H 4.429 4.424 -5.149
H 5.052 5.829 -1.268
C 4.784 9.817 -6.263
N 6.022 9.229 -5.796
C 6.819 9.954 -4.828
C 6.465 8.003 -6.244
O 7.499 7.449 -5.892
H 5.006 10.778 -6.736
H 4.122 9.973 -5.406
H 4.287 9.166 -6.987
H 7.810 10.141 -5.252
H 6.931 9.341 -3.929
H 6.343 10.903 -4.569
H 5.785 7.539 -6.977
C -7.963 -0.671 4.571
N -6.992 0.403 4.588
C -7.452 1.758 4.808
C -5.646 0.175 4.401
O -4.773 1.034 4.402
H -8.687 -0.481 3.773
H -8.478 -0.696 5.536
H -7.480 -1.636 4.396
H -7.172 2.374 3.948
H -6.964 2.159 5.702
H -8.537 1.782 4.939
H -5.405 -0.889 4.242
C -10.360 -5.317 5.735
N -10.415 -3.910 6.073
C -11.704 -3.253 6.123
C -9.280 -3.178 6.347
O -9.254 -1.989 6.638
H -10.793 -5.460 4.741
H -10.940 -5.880 6.473
H -9.330 -5.682 5.734
H -11.712 -2.428 5.404
H -11.858 -2.847 7.127
H -12.506 -3.957 5.884
H -8.355 -3.775 6.280
C -6.988 -6.263 1.337
N -6.973 -6.042 2.768
C -6.061 -5.059 3.314
C -7.799 -6.738 3.625
O -7.838 -6.601 4.841
H -5.993 -6.588 1.019
H -7.246 -5.325 0.837
H -7.720 -7.028 1.064
H -5.391 -5.551 4.025
H -6.638 -4.294 3.844
H -5.475 -4.591 2.518
H -8.450 -7.460 3.106
C -7.425 4.754 -1.673
N -6.418 4.013 -0.942
C -6.681 3.649 0.435
C -5.220 3.645 -1.515
O -4.328 3.020 -0.956
H -7.612 5.700 -1.158
H -8.345 4.164 -1.704
H -7.097 4.961 -2.696
H -5.908 4.089 1.073
H -6.638 2.560 0.530
H -7.665 4.008 0.749
H -5.124 3.972 -2.564
C 11.727 -4.048 -2.268
N 11.672 -2.641 -1.931
C 10.383 -1.984 -1.881
C 12.808 -1.910 -1.657
O 12.833 -0.720 -1.366
H 11.294 -4.191 -3.263
H 11.147 -4.611 -1.531
H 12.758 -4.414 -2.270
H 10.375 -1.159 -2.599
H 10.229 -1.578 -0.877
H 9.581 -2.688 -2.120
H 13.733 -2.506 -1.724
*
```